(1)
The following is a DFT calculation (ωB97M-V/def2-TZVPD) of C5H10ClN2O8Rh as an isolated structure.

```
27
Properties=species:S:1:pos:R:3:forces:R:3:lowdin_charge:R:1
Rh -0.25335 -0.08654 0.03586 1.00 0.40 -0.08 1.2195
Cl -0.27512 -0.70963 2.83283 0.10 -0.35 -0.26 0.7108
O 0.65435 0.38490 2.73856 -0.09 0.12 -0.07 -0.3262
O 0.01607 -1.59716 3.88626 0.04 0.02 0.05 -0.2490
O -0.09655 -1.49200 1.52877 -0.44 -0.20 0.32 -0.4523
O -0.36091 1.56427 -1.03222 -0.25 -0.19 -0.01 -0.1758
O -1.71698 -3.20917 -1.80963 0.06 0.02 -0.04 0.1120
O -0.35289 -1.56242 -1.21336 0.02 0.26 0.21 -0.1235
O -1.62203 -0.22971 2.86281 -0.06 0.01 0.05 -0.3171
O 0.45955 3.57840 -1.41297 -0.03 -0.02 -0.03 0.0917
N 1.81506 -0.21752 -0.01595 -0.21 -0.01 -0.11 -0.0561
N -2.29398 -0.11400 -0.03269 -0.08 -0.09 0.12 -0.0476
C 2.51733 1.07857 -0.10961 -0.01 -0.05 -0.02 -0.2013
C -1.53289 -2.16654 -1.24536 -0.13 -0.03 -0.06 -0.5906
C -2.68312 -1.45215 -0.53885 -0.03 0.05 -0.06 -0.0960
C 0.64348 2.39622 -1.25810 0.00 0.03 -0.09 -0.6064
C 2.04797 1.81426 -1.35404 0.01 -0.02 -0.04 -0.0969
H 2.08613 1.12873 -2.20739 -0.01 0.03 -0.02 0.1286
H -2.60379 0.63490 -0.64575 0.08 0.03 -0.02 0.1172
H -2.66452 0.05214 0.89944 -0.04 -0.01 -0.02 0.0925
H 2.71201 2.64833 -1.56674 0.03 -0.01 0.02 0.1240
H 3.59480 0.91076 -0.15658 0.00 0.01 0.02 0.1234
H -3.00582 -2.07728 0.29105 0.05 0.00 0.03 0.1376
H 2.08879 -0.75199 0.80505 0.03 0.08 0.04 0.1057
H -3.50722 -1.38288 -1.24646 -0.02 -0.01 0.03 0.1336
H 2.30090 1.64281 0.79780 0.00 0.01 0.01 0.1248
H 2.03274 -0.78530 -0.83275 -0.02 -0.06 0.03 0.1174
```
Positions in Å, forces in eV/Å.

Calculated values
LUMO level = -0.0570 Ha
electronic energy = -1478.4811 a.u.
orbital gap = 8.59 eV
strongest force on any atom = 1.1 eV/A



(2)
The following is a DFT calculation (ωB97M-V/def2-TZVPD) of C28H31CsN7O as an isolated structure.

```
68
Properties=species:S:1:pos:R:3:forces:R:3:lowdin_charge:R:1
Cs -1.32460 0.38850 -0.05990 -0.85 1.33 2.77 1.3755
O -0.67046 -0.06065 -2.32940 0.52 -0.32 -2.14 -0.3995
N 4.86416 -0.94847 1.12610 0.03 0.04 -0.03 0.0601
N -1.26927 -2.22245 -1.74090 -0.61 -0.62 -0.46 0.0019
N 2.60310 0.43042 0.06748 -0.20 0.04 -0.03 -0.0355
N 0.49838 -1.92364 1.83281 -0.11 0.06 0.09 0.0841
N -2.20080 2.27567 2.00812 -0.01 0.37 0.35 -0.0344
N -0.60390 -2.16232 -0.58483 0.98 -0.43 -0.08 -0.1402
N -0.47859 3.40362 0.35023 0.02 -0.03 0.05 0.0430
C -0.15146 -3.25482 -0.06829 -0.34 -0.13 -0.48 -0.3003
C -2.29255 3.60199 1.89476 -0.28 -0.05 0.25 -0.2213
C -4.16020 3.64211 3.39431 -0.02 -0.05 0.03 -0.0477
C -3.25848 4.32406 2.59370 0.03 0.00 -0.04 -0.0026
C 0.42683 5.22492 -0.90264 -0.03 0.02 0.06 -0.0506
C 2.90459 -0.92456 -0.34168 0.09 0.06 -0.01 -0.1777
C 0.48864 -3.13241 1.24226 0.24 0.06 0.48 -0.2450
C -1.33053 4.23509 0.95430 0.20 0.22 -0.19 -0.2172
C -4.06809 2.26416 3.49699 0.03 0.04 -0.01 -0.0451
C -0.43766 6.09696 -0.26103 0.03 -0.02 -0.02 -0.0495
C -2.45098 -2.53837 -4.24332 0.00 0.09 0.09 -0.0314
C -2.20736 -1.27997 -3.69417 0.00 0.05 -0.17 -0.1505
C -3.19994 -2.66688 -5.40109 0.01 -0.05 0.00 -0.0797
C 3.11922 0.74873 1.37689 0.18 -0.07 -0.12 -0.1821
C 4.40280 -1.23162 -0.27719 -0.38 -0.07 -0.31 -0.0852
C -3.05324 1.63631 2.79150 -0.13 -0.02 0.15 -0.1667
C -1.32814 5.60177 0.67790 0.03 -0.03 -0.02 -0.0023
C 1.06047 -1.79847 3.02785 0.04 0.00 0.03 -0.1775
C -0.27571 -4.60893 -0.71321 -0.11 0.20 0.00 -0.0294
C -2.73744 -0.15703 -4.32045 0.07 0.03 0.05 -0.0318
C -3.72429 -1.54149 -6.02165 0.00 0.00 0.03 -0.0881
C 1.09072 -4.23740 1.86988 -0.10 0.08 -0.21 -0.0134
C -1.32395 -1.11767 -2.49552 0.56 -0.76 -0.36 -0.6192
C 1.68995 -2.83159 3.70738 0.05 -0.05 -0.02 -0.0781
C 0.36555 3.88643 -0.54792 0.06 0.06 -0.10 -0.1433
C 4.62584 0.48775 1.49799 -0.34 0.31 0.15 -0.0901
C 1.69852 -4.08203 3.09969 0.06 0.07 0.08 -0.0676
C -3.49815 -0.28817 -5.47145 -0.06 0.07 -0.04 -0.0821
H 5.84542 -1.19560 1.24211 0.02 -0.04 0.04 0.1825
H 2.84533 1.11557 -0.63611 -0.01 0.00 0.00 0.1211
H 0.70034 -5.05553 -0.91425 0.01 -0.02 0.02 0.0804
H 2.36482 -1.60900 0.32231 0.00 0.02 -0.09 0.1010
H -0.42385 7.15228 -0.49917 -0.03 0.01 0.02 0.1141
H 4.98652 0.65912 2.51136 0.06 -0.13 0.00 0.1355
H 5.19152 1.10981 0.80575 0.07 -0.10 -0.04 0.1360
H -4.29994 -1.64054 -6.93274 -0.02 0.00 0.01 0.1019
H -2.91429 0.56117 2.86100 -0.08 -0.04 0.00 0.1007
H 0.99760 -0.80857 3.47521 0.00 -0.03 0.02 0.1064
H 2.16253 -4.92764 3.59160 -0.01 -0.01 -0.01 0.1106
H 4.31191 -1.53439 1.76022 0.08 -0.07 0.05 0.1763
H 2.12815 -2.67171 4.68323 -0.03 0.01 0.01 0.1002
H -0.80665 -4.48703 -1.65308 0.01 -0.05 0.00 0.0575
H -4.93012 4.17860 3.93288 0.02 0.04 -0.01 0.1145
H 4.61593 -2.27213 -0.51783 0.06 -0.01 0.12 0.1375
H -2.53882 0.82298 -3.90468 0.04 -0.01 -0.01 0.1100
H -3.90675 0.59409 -5.94779 -0.01 -0.01 0.00 0.1019
H 1.11919 5.57091 -1.65727 0.01 -0.02 0.01 0.1073
H -3.36617 -3.64976 -5.82361 -0.01 0.02 -0.01 0.1024
H 2.90557 1.78745 1.62426 0.03 0.00 0.03 0.1351
H 1.06909 -5.20399 1.38825 0.01 -0.02 0.01 0.1051
H -2.03036 -3.40229 -3.75122 -0.02 -0.05 -0.02 0.0970
H -3.32353 5.39961 2.52002 0.01 0.00 -0.04 0.1052
H -2.00996 6.28020 1.16878 -0.03 -0.03 0.02 0.1055
H 4.96770 -0.58436 -0.94697 0.10 0.01 0.08 0.1364
H 2.53182 -1.09763 -1.35011 0.01 -0.03 0.00 0.1411
H 2.60007 0.11588 2.10478 -0.01 0.09 0.02 0.0991
H -0.84198 -5.29198 -0.07632 0.04 -0.06 -0.01 0.0876
H -4.75692 1.69306 4.10323 0.02 0.00 0.02 0.1096
H 1.01284 3.15184 -1.01936 0.02 0.06 -0.05 0.1011
```
Positions in Å, forces in eV/Å.

Calculated values
total charge = +1
LUMO level = -0.1065 Ha
electronic energy = -1564.0046 a.u.
orbital gap = 6.31 eV
strongest force on any atom = 3.2 eV/A



(3)
The following is a DFT calculation (ωB97M-V/def2-TZVPD) of an isolated molecule of C9H8ClIO2.

```
21
Properties=species:S:1:pos:R:3:forces:R:3:lowdin_charge:R:1
I -4.64848 1.70051 -0.94907 1.16 -0.99 0.53 0.8098
Cl 2.06528 -1.91754 1.39967 -0.54 0.61 -0.83 0.5785
O -1.42987 -2.83204 -0.26574 0.05 3.51 -0.61 0.0793
O -2.71881 1.31540 1.97747 1.66 -1.32 -3.01 0.0488
C -2.18769 0.80818 0.98033 -0.38 0.52 0.89 -0.3444
C -3.02807 0.40032 -0.33135 1.43 -1.93 -0.47 -0.5926
C -0.61640 0.48978 0.87394 -0.56 -2.10 -1.43 0.0743
C -0.23693 -0.68234 0.18911 -0.76 1.60 1.34 -0.1250
C 2.09880 0.10333 -0.66820 0.35 0.32 0.52 -0.2514
C -2.65172 -0.76578 -1.01400 0.06 1.73 1.70 -0.0386
C 2.66363 1.15542 0.39800 -0.88 0.96 -0.24 -0.1401
C 1.28273 -1.12298 -0.04772 -1.24 0.13 -1.73 -0.6161
C -1.43721 -1.59786 -0.36802 0.10 -0.82 0.19 -0.2672
H 1.23834 -1.92592 -0.86876 0.11 1.03 1.44 0.1136
H 1.37124 0.65922 -1.35942 1.12 -0.95 0.84 0.1214
H 3.64795 1.62621 0.05063 -1.39 -0.86 0.57 0.0822
H 1.89871 2.01592 0.44354 1.28 -1.11 0.03 0.0668
H 2.74775 0.76373 1.45988 0.13 0.23 -1.47 0.0563
H -3.16101 -1.12509 -1.95679 0.65 0.28 1.41 0.1180
H 0.12587 1.20213 1.33993 -1.15 -1.02 -0.41 0.1171
H 2.97588 -0.27060 -1.28343 -1.21 0.17 0.74 0.1091
```
Positions in Å, forces in eV/Å.

Calculated values
LUMO level = -0.0494 Ha
electronic energy = -1255.9979 a.u.
orbital gap = 8.39 eV
strongest force on any atom = 3.7 eV/A